49
Properties=species:S:1:pos:R:3:nbo_charge:R:1 method="wB97M-V/def2-TZVPD" e_homo_ev=-11.36 total_charge=+1 homo_lumo_gap_ev=6.625 energy_ev=-61032.78993 e_lumo_ev=-4.73
C -0.591 4.005 -1.108 -0.208
C -1.102 2.893 -1.209 -0.062
C -1.623 1.433 -0.898 -0.502
C -0.591 0.273 -1.229 -0.111
P -0.157 0.799 -3.057 1.090
C -0.688 -0.591 -4.251 -0.973
O 1.511 0.965 -3.270 -0.946
N -1.505 -0.933 -1.180 -0.532
C -1.271 -1.507 -0.023 0.622
N -1.941 -2.746 0.326 -0.556
C -2.071 -3.521 -0.670 0.251
S -2.545 -4.447 -1.896 0.284
C -0.222 -0.732 0.939 -0.263
C -0.933 0.143 2.071 -0.113
C -2.344 -0.272 2.408 -0.193
C -2.940 0.596 3.465 -0.252
C -2.152 1.716 4.013 0.042
N -0.856 2.139 3.755 -0.361
C -0.336 1.283 2.790 0.038
C 0.630 -0.074 -0.230 -0.097
N 1.206 1.231 0.083 -0.617
C 2.596 1.250 0.605 -0.250
C 2.970 0.211 1.743 -0.672
S 1.673 -1.440 -0.970 1.989
C 2.145 -2.793 0.188 -0.842
O 1.010 -2.144 -2.121 -0.942
O 2.967 -0.967 -1.538 -0.893
H -0.305 5.059 -0.834 0.274
H -2.475 1.297 -1.656 0.250
H -2.130 1.407 0.106 0.272
H 0.251 -0.839 -4.855 0.288
H -0.975 -1.548 -3.726 0.229
H -1.457 -0.190 -4.971 0.259
H 1.736 1.909 -3.106 0.506
H -2.133 -1.180 -1.951 0.470
H 0.166 -1.593 1.557 0.273
H -2.930 -1.127 1.986 0.241
H -3.984 0.392 3.832 0.249
H -2.692 2.353 4.789 0.216
H 0.743 1.522 2.523 0.214
H 1.276 1.751 -0.809 0.395
H 3.405 1.187 -0.200 0.230
H 2.748 2.291 1.057 0.217
H 2.104 -0.231 2.316 0.208
H 3.594 0.775 2.515 0.253
H 3.675 -0.553 1.295 0.233
H 2.703 -3.609 -0.378 0.304
H 1.165 -3.288 0.516 0.224
H 2.657 -2.462 1.132 0.263

=====

83
Properties=species:S:1:pos:R:3:lowdin_charge:R:1 method="wB97M-V/def2-TZVPD" e_homo_ev=-5.12 homo_lumo_gap_ev=4.741 energy_ev=-78910.76134 e_lumo_ev=-0.38
Ca -0.193 1.369 -0.491 1.026
C -2.060 1.903 -8.132 -0.107
C -2.158 0.670 -7.630 -0.128
C -1.393 -0.542 -8.094 -0.187
C 0.009 -0.270 -8.683 -0.201
C 0.866 0.597 -7.787 -0.110
C 0.939 1.930 -7.817 -0.106
C 0.213 2.843 -8.785 -0.186
C -1.175 2.365 -9.260 -0.203
C 1.520 0.804 1.394 -0.328
H -2.778 2.669 -7.825 0.102
H -2.981 0.422 -6.957 0.088
H -1.973 -1.121 -8.840 0.121
H -1.278 -1.215 -7.226 0.100
H 0.507 -1.248 -8.784 0.109
H -0.086 0.115 -9.705 0.096
H 1.565 0.017 -7.183 0.096
H 1.703 2.450 -7.243 0.097
H 0.820 3.054 -9.683 0.118
H 0.090 3.818 -8.291 0.107
H -1.665 3.227 -9.737 0.110
H -1.063 1.623 -10.057 0.096
H 1.334 1.445 2.280 -0.064
H 2.576 0.965 1.105 -0.094
H 1.468 -0.233 1.776 -0.055
P 1.612 -0.519 -1.652 0.952
P -1.448 -0.879 -1.699 0.972
N 2.610 0.800 -2.214 -0.260
N 2.801 -1.721 -1.334 -0.246
N -2.198 0.444 -2.642 -0.240
N -2.843 -1.834 -1.427 -0.270
C 0.877 -1.098 -3.247 -0.360
C -0.534 -1.742 -3.026 -0.360
C 2.491 2.141 -1.795 -0.165
C 3.411 2.888 -2.510 -0.079
C 4.095 1.998 -3.402 -0.081
C 3.581 0.733 -3.209 -0.126
C 3.709 -1.639 -0.255 -0.105
C 4.391 -2.841 -0.166 -0.078
C 3.898 -3.705 -1.203 -0.082
C 2.915 -3.005 -1.889 -0.137
C -2.348 1.772 -2.171 -0.205
C -2.751 2.555 -3.237 -0.068
C -2.819 1.723 -4.390 -0.063
C -2.496 0.440 -3.994 -0.144
C -3.945 -2.082 -2.256 -0.122
C -4.814 -2.924 -1.585 -0.079
C -4.233 -3.221 -0.301 -0.075
C -3.023 -2.553 -0.228 -0.126
H 1.565 -1.815 -3.728 0.065
H 0.814 -0.204 -3.905 0.093
H -1.103 -1.712 -3.970 0.063
H -0.448 -2.796 -2.689 0.097
H 1.835 2.437 -0.973 0.043
H 3.575 3.949 -2.423 0.096
H 4.874 2.271 -4.094 0.095
H 3.823 -0.218 -3.671 0.116
H 3.772 -0.736 0.333 0.094
H 5.157 -3.086 0.559 0.098
H 4.216 -4.711 -1.415 0.091
H 2.298 -3.297 -2.718 0.084
H -2.359 1.995 -1.095 0.072
H -2.981 3.615 -3.215 0.107
H -3.085 2.019 -5.394 0.079
H -2.487 -0.489 -4.555 0.096
H -4.011 -1.628 -3.236 0.093
H -5.760 -3.288 -1.950 0.093
H -4.661 -3.846 0.463 0.095
H -2.264 -2.522 0.542 0.092
C -2.007 0.801 1.690 -0.211
C -1.605 0.401 3.005 -0.368
C -1.533 -0.973 3.379 -0.082
C -1.078 -1.350 4.633 -0.128
C -0.688 -0.378 5.562 -0.144
C -0.763 0.984 5.233 -0.122
C -1.216 1.379 3.974 -0.086
H -2.567 0.039 1.145 -0.016
H -2.356 1.827 1.602 -0.008
H -1.849 -1.735 2.658 0.079
H -1.042 -2.410 4.908 0.093
H -0.347 -0.683 6.564 0.086
H -0.485 1.745 5.972 0.093
H -1.276 2.441 3.716 0.098

=====

8
Properties=species:S:1:pos:R:3:nbo_charge:R:1 method="wB97M-V/def2-TZVPD" e_homo_ev="-2.11 / -2.75" total_charge=-1 homo_lumo_gap_ev="6.173 / 6.763" energy_ev=-18523.26654 e_lumo_ev="4.06 / 4.02"
C -0.949 -1.311 -0.466 -0.001
C -0.874 -0.071 0.236 -0.393
N -1.503 -1.441 0.685 -0.415
O 1.906 1.529 -0.936 -0.970
O 2.067 1.675 1.542 -0.971
S 1.801 0.837 0.315 1.475
H -0.915 -1.855 -1.308 0.158
H -1.534 0.637 -0.068 0.118

=====

69
Properties=species:S:1:pos:R:3:nbo_charge:R:1 method="wB97M-V/def2-TZVPD" e_homo_ev=-3.59 total_charge=-1 homo_lumo_gap_ev=5.754 energy_ev=-150712.52542 e_lumo_ev=2.16
K -0.467 -0.463 0.733 0.849
C -2.679 1.684 2.332 -0.229
C -3.764 1.064 1.439 -0.223
N -3.252 0.103 0.488 -0.675
C -3.600 0.240 -0.903 -0.204
C -3.062 1.532 -1.531 -0.230
N -1.649 1.745 -1.281 -0.652
C -1.268 3.037 -0.744 -0.217
C -1.814 3.294 0.662 -0.227
N -1.556 2.207 1.579 -0.657
H -3.175 2.446 2.962 0.144
H -2.288 0.910 2.996 0.240
H -4.513 0.619 2.107 0.185
H -4.290 1.854 0.894 0.170
H -3.245 -0.845 0.835 0.411
H -3.158 -0.609 -1.434 0.193
H -4.688 0.205 -1.100 0.148
H -3.290 1.503 -2.605 0.181
H -3.625 2.382 -1.135 0.175
H -1.073 1.486 -2.069 0.379
H -0.180 3.054 -0.697 0.209
H -1.577 3.884 -1.384 0.147
H -1.385 4.243 1.011 0.182
H -2.894 3.464 0.610 0.175
H -0.732 2.339 2.146 0.385
O 5.163 1.009 4.525 -0.660
C 3.999 1.003 3.825 0.351
C 3.144 -0.090 3.799 -0.331
C 1.995 -0.004 3.039 0.111
N 1.655 1.084 2.338 -0.488
C 2.479 2.099 2.405 0.193
Br 1.985 3.656 1.406 0.016
C 3.665 2.146 3.114 -0.354
H 5.289 0.141 4.924 0.482
H 3.373 -1.004 4.331 0.223
H 1.313 -0.842 2.997 0.234
H 4.306 3.014 3.112 0.237
C -1.270 -4.817 -1.607 -0.293
C -0.031 -5.434 -1.698 -0.174
C 1.085 -4.771 -1.232 -0.259
C 0.964 -3.486 -0.686 0.215
N -0.231 -2.882 -0.648 -0.455
C -1.305 -3.542 -1.068 0.051
C 2.156 -2.749 -0.166 -0.089
C 3.203 -3.520 0.362 -0.240
C 4.370 -2.916 0.799 -0.276
C 4.482 -1.533 0.693 -0.247
C 3.411 -0.793 0.204 -0.296
C 2.186 -1.338 -0.228 -0.406
H -2.179 -5.302 -1.938 0.207
H 0.062 -6.425 -2.127 0.201
H 2.061 -5.230 -1.309 0.211
H -2.253 -3.019 -0.966 0.184
H 3.103 -4.597 0.465 0.187
H 5.175 -3.512 1.215 0.190
H 5.396 -1.036 1.012 0.185
H 3.543 0.291 0.178 0.168
I 0.295 -0.918 -3.390 0.157
C 1.946 0.365 -3.673 -0.738
I 2.285 1.705 -2.068 0.153
H 1.776 0.956 -4.562 0.215
H 2.826 -0.259 -3.761 0.226
F -0.658 -4.432 2.877 -0.325
C -0.878 -3.420 3.729 0.873
F 0.255 -3.260 4.439 -0.336
F -1.824 -3.841 4.603 -0.343
C -1.336 -2.110 3.012 0.670
O -0.946 -1.053 3.536 -0.739
O -2.027 -2.292 1.997 -0.745